Entry from OMol25: C6H10O as an isolated structure (wB97M-V/def2-TZVPD).

Output
HOMO (eV): -8.46
M (g/mol): 98.145
HOMO-LUMO gap (eV): 9.285
E (Ha): -309.66608

Atoms and positions in Å:
H (2.678692, 1.726744, 0.866063)
C (0.268507, -0.279571, -1.496183)
H (1.131870, -1.526495, 0.127804)
H (2.317189, 1.269151, -0.826817)
H (3.125386, 0.105565, 0.266706)
H (-2.899589, -0.262978, -0.743113)
H (-1.683244, 1.084405, -0.959335)
H (-2.328748, -0.349207, 1.719912)
C (2.372584, 0.908949, 0.209196)
C (0.615144, -0.585974, -0.123745)
C (-0.900669, -0.779942, 0.099894)
H (-1.047896, 0.946048, 1.456992)
C (-1.983180, 0.208943, -0.400418)
O (1.112593, 0.468064, 0.660473)
H (0.062714, -1.249980, -1.986025)
H (-1.204157, -1.821221, 0.090254)
C (-1.637190, 0.137506, 1.038343)

Forces on atoms 1 to 6 (eV/Å):
H -0.03 -0.12 -0.12
C 0.02 -0.22 0.17
H -0.07 0.14 -0.07
H 0.00 -0.05 0.15
H -0.13 0.11 0.01
H 0.17 0.07 0.07

Löwdin population analysis, charges in e, atoms 1 to 8: atom 1 (H): 0.089, atom 2 (C): 0.163, atom 3 (H): 0.155, atom 4 (H): 0.082, atom 5 (H): 0.089, atom 6 (H): 0.108, atom 7 (H): 0.098, atom 8 (H): 0.110

Entry from OMol25: C6H10O in the gas phase in a non-equilibrium geometry (wB97M-V/def2-TZVPD).

Output
HOMO (eV): -8.62
M (g/mol): 98.145
HOMO-LUMO gap (eV): 9.663
E (Ha): -309.71991

Atoms and positions in Å:
H (0.341819, -1.015423, 1.685341)
C (-1.516720, -0.878726, -0.638457)
H (2.268866, -0.797525, -0.209588)
O (1.340173, 1.779610, 0.414525)
H (0.790314, -1.135721, -1.086019)
C (-0.058520, -0.058522, 1.339848)
H (1.797988, 0.219208, -1.622640)
H (-0.919301, -1.473128, -1.298641)
H (-0.163942, 0.653624, 2.160032)
C (1.440823, -0.334736, -0.749838)
H (-1.108965, 1.521845, -1.225825)
C (-1.361861, -0.076142, 0.589778)
C (0.615353, 0.589052, 0.103389)
C (-0.835208, 0.735451, -0.532021)
H (2.231418, 1.493651, 0.689395)
H (-2.333681, 0.112092, 1.018138)
H (-2.528555, -1.334609, -0.637415)

Forces on atoms 1 to 6 (eV/Å):
H -0.05 0.08 0.05
C 0.15 0.82 -0.50
H 0.19 0.14 0.00
O -0.31 -0.20 -0.29
H 0.41 -0.13 -0.08
C 0.08 -0.10 0.19

Löwdin population analysis, charges in e, atoms 1 to 8: atom 1 (H): 0.117, atom 2 (C): -0.022, atom 3 (H): 0.088, atom 4 (O): -0.009, atom 5 (H): 0.055, atom 6 (C): -0.061, atom 7 (H): 0.098, atom 8 (H): 0.054

Entry from OMol25: C6H10O as an isolated structure (wB97M-V/def2-TZVPD).

Output
HOMO (eV): -8.22
M (g/mol): 98.145
HOMO-LUMO gap (eV): 8.984
E (Ha): -309.64485

Atoms and positions in Å:
C (-1.814323, -0.159269, 1.245078)
H (-1.292368, 0.384330, 2.026488)
C (-1.911938, 0.498545, -0.102450)
H (3.271051, 0.095511, 0.148375)
C (-0.997281, -0.673450, 0.096660)
H (-1.308914, -1.620386, -0.339664)
C (1.817947, 1.006678, -0.309556)
O (0.955737, 0.734025, 0.699060)
C (1.229648, -0.085330, -1.198879)
H (-2.815189, 0.350553, -0.686738)
C (0.493963, -0.497277, 0.083997)
H (0.552100, 0.372925, -1.927051)
H (-2.648242, -0.762755, 1.590808)
H (1.008992, -1.323150, 0.594201)
H (1.886712, -0.801690, -1.689033)
H (-1.458099, 1.479767, -0.208282)
H (3.030200, 1.000966, -0.023011)

Forces on atoms 1 to 6 (eV/Å):
C -0.04 -0.04 0.23
H -0.05 -0.06 -0.13
C -0.05 0.16 -0.15
H -0.20 0.06 -0.02
C 0.11 -0.12 -0.07
H 0.04 0.12 0.05

Löwdin population analysis, charges in e, atoms 1 to 8: atom 1 (C): -0.106, atom 2 (H): 0.105, atom 3 (C): -0.110, atom 4 (H): 0.134, atom 5 (C): -0.249, atom 6 (H): 0.144, atom 7 (C): -0.133, atom 8 (O): -0.075

Entry from OMol25: C6H10O in the gas phase in a non-equilibrium geometry (wB97M-V/def2-TZVPD).

Output
HOMO (eV): -9.20
M (g/mol): 98.145
HOMO-LUMO gap (eV): 10.185
E (Ha): -309.82158

Atoms and positions in Å:
C (-1.910182, 0.300952, 0.363180)
H (-1.991487, 2.089954, -0.825510)
H (2.006646, -1.571808, 0.154144)
C (1.400961, -0.939262, -0.578561)
H (-0.839043, -0.896737, 1.831016)
H (0.865174, -1.479924, -1.369242)
C (0.475917, -0.091223, 0.257158)
H (-1.069925, -1.687916, 0.270152)
H (0.673542, 1.973388, -0.437711)
C (0.048245, 1.103965, -0.659195)
C (-0.865673, -0.718463, 0.748245)
H (2.131886, -0.260852, -1.035501)
H (0.198493, 0.883205, -1.734565)
C (-1.416383, 1.276784, -0.394211)
O (1.302803, 0.274072, 1.361473)
H (1.938825, -0.486138, 1.377256)
H (-2.949798, 0.230004, 0.671874)

Forces on atoms 1 to 6 (eV/Å):
C 0.02 0.13 -0.08
H 0.01 -0.07 0.14
H -0.85 -0.13 -1.44
C 0.62 -0.79 0.36
H 0.11 0.07 -0.21
H 0.40 -0.24 0.31

Löwdin population analysis, charges in e, atoms 1 to 8: atom 1 (C): -0.091, atom 2 (H): 0.100, atom 3 (H): 0.104, atom 4 (C): -0.046, atom 5 (H): 0.116, atom 6 (H): 0.097, atom 7 (C): -0.554, atom 8 (H): 0.115

Entry from OMol25: C6H10O in the gas phase (wB97M-V/def2-TZVPD).

Output
HOMO (eV): -9.41
M (g/mol): 98.145
HOMO-LUMO gap (eV): 10.406
E (Ha): -309.83006

Atoms and positions in Å:
H (-1.231506, -1.012310, 2.346573)
C (-1.366047, -0.190789, 0.100263)
C (-0.498264, 0.380945, 1.198048)
H (0.540517, -0.689704, -2.455184)
H (0.955194, -1.334758, -0.069655)
H (2.310430, -0.375777, -0.663137)
H (1.609137, 0.592726, 1.539192)
C (-1.050085, -0.140435, -1.195998)
H (-1.797944, -0.406998, -1.940325)
C (1.247510, -0.335782, -0.420117)
C (0.382431, 0.019050, -1.632747)
O (-0.402605, -0.511274, 2.302990)
H (0.978202, 1.681371, 0.292311)
H (0.636073, 1.018506, -2.021965)
H (-0.951092, 1.333288, 1.538331)
C (0.921358, 0.659059, 0.690365)
H (-2.283309, -0.687118, 0.391054)

Forces on atoms 1 to 6 (eV/Å):
H 0.35 0.16 0.11
C 0.03 0.26 -0.32
C 0.02 0.04 -0.28
H 0.07 0.13 0.09
H 0.17 0.09 -0.12
H -0.01 0.20 -0.01

Löwdin population analysis, charges in e, atoms 1 to 8: atom 1 (H): 0.087, atom 2 (C): -0.066, atom 3 (C): -0.385, atom 4 (H): 0.111, atom 5 (H): 0.122, atom 6 (H): 0.108, atom 7 (H): 0.118, atom 8 (C): -0.090

Entry from OMol25: a 2-piece molecular cluster, C6H10O overall (wB97M-V/def2-TZVPD).

Output
HOMO (eV): -9.41
M (g/mol): 98.145
HOMO-LUMO gap (eV): 10.281
E (Ha): -309.81055

Atoms and positions in Å:
C (0.334859, 1.658403, 0.018856)
H (-0.146544, 2.239553, -0.782993)
H (-3.092615, -0.761444, 1.770170)
C (1.624689, 1.054733, -0.480275)
H (0.941938, -1.813495, 0.529569)
C (-0.651333, 0.602596, 0.482226)
H (0.505935, 2.354531, 0.846668)
H (2.777320, -0.617104, -0.987136)
H (-0.962428, -0.371714, -1.377173)
H (-1.411290, -1.352293, 0.036453)
O (-1.361115, 0.770078, 1.451192)
H (-3.640590, -1.267005, 1.792729)
C (0.735357, -1.284931, -0.411389)
C (-0.666321, -0.656731, -0.358045)
C (1.806356, -0.253191, -0.655924)
H (0.764380, -2.048657, -1.197636)
H (2.441405, 1.746672, -0.677288)

Forces on atoms 1 to 6 (eV/Å):
C -0.03 0.02 0.05
H 0.05 -0.08 0.11
H -0.09 -0.06 0.02
C 0.04 -0.19 -0.03
H -0.02 0.07 -0.12
C -0.13 0.10 0.14

Löwdin population analysis, charges in e, atoms 1 to 8: atom 1 (C): -0.112, atom 2 (H): 0.130, atom 3 (H): 0.009, atom 4 (C): -0.098, atom 5 (H): 0.120, atom 6 (C): -0.398, atom 7 (H): 0.122, atom 8 (H): 0.101

Entry from OMol25: C6H10O in the gas phase (wB97M-V/def2-TZVPD).

Output
HOMO (eV): -9.74
M (g/mol): 98.145
HOMO-LUMO gap (eV): 10.791
E (Ha): -309.81252

Atoms and positions in Å:
C (-0.165201, -0.232535, -0.741321)
H (1.414294, 1.071852, -1.572950)
C (-1.821142, -1.761411, 0.350768)
H (1.932139, 2.317574, 0.524176)
H (-2.602035, -1.911524, 1.127342)
C (-1.212259, -0.378701, 0.331294)
H (0.755854, 1.373489, 1.436798)
C (1.234138, -0.647482, -0.414711)
H (-2.033011, 0.341497, 0.212800)
H (1.492022, -0.947313, 0.591575)
H (-0.526103, -0.483070, -1.735295)
H (0.204289, 2.646251, 0.342736)
C (0.947927, 1.843032, 0.465257)
O (-1.521956, -2.658743, -0.400559)
H (-0.805183, -0.198337, 1.337147)
C (0.935623, 0.799951, -0.653498)
H (1.770603, -1.174530, -1.201558)

Forces on atoms 1 to 6 (eV/Å):
C 0.05 0.05 -0.12
H -0.38 0.68 -0.48
C 0.05 -0.24 -0.25
H -0.09 -0.05 0.03
H 0.06 -0.04 -0.06
C 0.06 0.08 -0.05

Löwdin population analysis, charges in e, atoms 1 to 8: atom 1 (C): -0.267, atom 2 (H): 0.120, atom 3 (C): -0.256, atom 4 (H): 0.072, atom 5 (H): 0.119, atom 6 (C): -0.141, atom 7 (H): 0.067, atom 8 (C): -0.095

Entry from OMol25: C6H10O in the gas phase (wB97M-V/def2-TZVPD).

Output
HOMO (eV): -9.36
M (g/mol): 98.145
HOMO-LUMO gap (eV): 10.354
E (Ha): -309.83951

Atoms and positions in Å:
C (0.303118, 0.125025, 0.489788)
O (1.235031, -0.687142, 1.205539)
H (-1.891739, 0.083739, 0.378095)
H (0.934295, -1.599284, 1.203163)
H (-1.687180, -1.838007, -1.548211)
C (-0.964546, -1.138875, -1.135338)
H (0.290997, -0.797593, -2.844188)
C (0.160645, 1.390088, 1.322717)
H (-0.359124, 1.157401, 2.258695)
H (0.661211, 1.400850, -1.280642)
C (0.054924, -0.600991, -1.801377)
H (1.152830, 1.776691, 1.576025)
H (-0.400210, 2.165106, 0.790795)
H (1.917068, 0.194680, -0.975700)
H (-1.197264, -1.388621, 1.035652)
C (0.835800, 0.367285, -0.949642)
C (-1.045855, -0.610354, 0.274631)

Forces on atoms 1 to 6 (eV/Å):
C -0.22 0.26 -0.11
O -0.01 -0.22 0.06
H 0.13 -0.08 0.00
H 0.04 -0.06 -0.11
H 0.13 0.11 0.05
C 0.12 0.05 -0.09

Löwdin population analysis, charges in e, atoms 1 to 8: atom 1 (C): -0.556, atom 2 (O): -0.020, atom 3 (H): 0.120, atom 4 (H): 0.091, atom 5 (H): 0.100, atom 6 (C): -0.092, atom 7 (H): 0.101, atom 8 (C): -0.034

Entry from OMol25: C6H10O in the gas phase in a non-equilibrium geometry (wB97M-V/def2-TZVPD).

Output
HOMO (eV): -9.49
M (g/mol): 98.145
HOMO-LUMO gap (eV): 10.645
E (Ha): -309.79080

Atoms and positions in Å:
C (-0.860548, -0.042887, -0.458353)
H (-0.729991, -0.203995, -1.527839)
C (0.794322, 1.493032, -0.372672)
C (1.189315, -0.672746, 0.969138)
H (-2.856563, 0.393736, 0.263539)
C (-2.147029, -0.444778, 0.234083)
C (0.545144, -0.918334, -0.340991)
C (1.547573, 0.190222, -0.211316)
H (0.509663, -0.268360, 1.714362)
H (-2.655987, -1.291443, -0.230163)
H (1.180208, 2.310916, 0.236808)
H (-1.918950, -0.680725, 1.280224)
O (-0.521783, 1.212713, 0.045692)
H (0.807478, -1.804939, -0.949007)
H (1.947615, -1.351317, 1.335369)
H (0.774356, 1.792352, -1.433549)
H (2.553847, 0.134942, -0.621982)

Forces on atoms 1 to 6 (eV/Å):
C 2.00 -2.28 -0.34
H -1.77 1.33 -0.83
C 0.27 0.17 0.00
C 0.24 0.01 0.45
H 0.32 -0.12 -0.23
C 0.13 -0.23 0.06

Löwdin population analysis, charges in e, atoms 1 to 8: atom 1 (C): -0.348, atom 2 (H): 0.133, atom 3 (C): -0.168, atom 4 (C): -0.087, atom 5 (H): 0.085, atom 6 (C): -0.025, atom 7 (C): -0.163, atom 8 (C): -0.222

Entry from OMol25: C6H10O as an isolated structure (wB97M-V/def2-TZVPD).

Output
HOMO (alpha / beta) (eV): -7.37 / -7.37
M (g/mol): 98.145
HOMO-LUMO gap (alpha / beta) (eV): 7.928 / 7.926
E (Ha): -309.65843

Atoms and positions in Å:
H (-2.244755, 0.893004, 1.309607)
H (-2.939887, -0.650078, 0.729108)
H (-2.236470, -0.180808, -1.524433)
C (-2.089649, 0.032491, 0.654007)
C (0.762172, 0.415078, 0.035836)
O (0.220277, 0.349031, 1.236365)
C (-0.228588, -0.318229, -0.686825)
C (-1.657238, 0.360095, -0.774454)
C (2.177788, 0.819409, -0.185662)
H (2.294268, 1.904102, -0.057561)
H (2.483600, 0.561001, -1.204558)
H (1.098875, -2.094015, 0.971242)
H (-1.612310, 1.415729, -1.048678)
C (-0.728143, -0.661195, 0.820474)
H (1.795721, -2.195926, 0.709990)
H (0.055007, -0.973027, -1.508985)
H (2.849331, 0.323337, 0.524524)

Forces on atoms 1 to 6 (eV/Å):
H 0.05 -0.12 -0.08
H 0.16 0.12 0.00
H 0.10 0.07 0.11
C -0.10 0.01 0.05
C 0.06 -0.03 -0.05
O 0.10 0.13 -0.04

Löwdin population analysis, charges in e, atoms 1 to 8: atom 1 (H): 0.108, atom 2 (H): 0.099, atom 3 (H): 0.111, atom 4 (C): -0.155, atom 5 (C): -0.344, atom 6 (O): 0.020, atom 7 (C): -0.158, atom 8 (C): -0.122

Entry from OMol25: C6H10O in the gas phase (wB97M-V/def2-TZVPD).

Output
HOMO (eV): -10.02
M (g/mol): 98.145
HOMO-LUMO gap (eV): 11.057
E (Ha): -309.79107

Atoms and positions in Å:
C (2.517627, 0.168541, -0.039633)
H (-1.410891, 0.393887, -1.437087)
H (-0.025645, -1.857302, 0.047206)
H (-0.251490, 1.456881, 1.149022)
C (1.068484, 0.053720, 0.071220)
C (0.122650, -0.959824, -0.563078)
H (2.994737, 1.148326, 0.003617)
H (-2.848636, 0.540054, 0.624952)
O (1.899650, -0.265283, 1.168586)
H (0.174000, 2.002880, -0.494519)
C (-1.018865, 0.092274, -0.460215)
H (3.073621, -0.599194, -0.579791)
H (0.391860, -1.259107, -1.581222)
C (-0.016189, 1.125405, 0.132020)
H (-2.735873, -1.134486, 0.051541)
C (-2.160816, -0.297771, 0.464402)
H (-1.774231, -0.609002, 1.442986)

Forces on atoms 1 to 6 (eV/Å):
C 0.21 0.09 -0.26
H 0.07 -0.05 0.14
H 0.00 0.13 -0.08
H 0.04 -0.06 -0.13
C -0.06 0.04 -0.16
C 0.03 -0.11 -0.03

Löwdin population analysis, charges in e, atoms 1 to 8: atom 1 (C): -0.080, atom 2 (H): 0.130, atom 3 (H): 0.121, atom 4 (H): 0.121, atom 5 (C): -0.449, atom 6 (C): -0.056, atom 7 (H): 0.114, atom 8 (H): 0.077

Entry from OMol25: C6H10O in the gas phase (wB97M-V/def2-TZVPD).

Output
HOMO (eV): -7.32
M (g/mol): 98.145
HOMO-LUMO gap (eV): 8.322
E (Ha): -309.65086

Atoms and positions in Å:
H (-0.536547, -2.373447, -1.848215)
C (0.609277, 0.803798, -0.037763)
O (-0.512855, -0.038829, 0.129459)
C (1.441110, 1.062170, 1.164701)
H (-2.151579, 0.121222, -1.282224)
H (1.163815, 0.524569, 2.065862)
H (0.863491, 2.992337, 0.151660)
C (-0.282400, -1.489718, 0.144774)
H (-2.037788, -2.276320, -0.894017)
H (2.505789, 1.204093, 1.010398)
H (-0.440567, 2.256247, 1.210793)
C (0.479119, 2.110149, 0.652648)
C (-1.086448, -1.776508, -1.113464)
H (-0.678180, -1.899940, 1.079887)
H (1.016730, 0.742313, -1.042693)
H (0.792049, -1.685249, 0.091662)
C (-1.145017, -0.276886, -1.483468)

Forces on atoms 1 to 6 (eV/Å):
H -0.12 0.05 0.09
C 0.16 0.09 0.01
O -0.01 0.18 -0.19
C 0.17 -0.09 0.19
H 0.04 -0.16 -0.06
H 0.07 0.15 -0.05

Löwdin population analysis, charges in e, atoms 1 to 8: atom 1 (H): 0.091, atom 2 (C): -0.350, atom 3 (O): -0.202, atom 4 (C): -0.080, atom 5 (H): 0.029, atom 6 (H): 0.109, atom 7 (H): 0.106, atom 8 (C): -0.132

What is the formula in the fifth record? C6H10O